# 1
{
  "formula": "C21H36AuNO7PSe",
  "method": "the ωB97M-V functional and the def2-TZVPD basis",
  "species": ["Au", "C", "O", "C", "C", "C", "C", "C", "C", "O", "C", "O", "C", "H", "H", "H", "H", "H", "H", "H", "H", "H", "O", "Se", "O", "O", "O", "C", "C", "C", "C", "P", "N", "C", "C", "C", "C", "C", "C", "C", "C", "H", "H", "H", "H", "H", "H", "H", "H", "H", "H", "H", "H", "H", "H", "H", "H", "H", "H", "H", "H", "H", "H", "H", "H", "H", "H", "H"],
  "coordinates": [[1.030, 0.035, -1.522], [-2.906, 4.321, -4.725], [-3.348, 3.056, -5.153], [-2.866, 1.954, -4.506], [-3.294, 0.718, -5.031], [-2.848, -0.457, -4.482], [-1.992, -0.484, -3.378], [-1.477, -1.737, -2.864], [-2.309, -2.980, -3.145], [-0.437, -1.871, -2.229], [-1.612, 0.768, -2.783], [-1.007, 0.843, -1.663], [-2.034, 1.970, -3.415], [-3.421, 5.041, -5.361], [-1.824, 4.435, -4.842], [-3.170, 4.509, -3.679], [-3.952, 0.714, -5.886], [-3.129, -1.386, -4.955], [-3.359, -2.783, -2.954], [-1.966, -3.791, -2.510], [-2.194, -3.288, -4.181], [-1.664, 2.882, -2.972], [3.959, 0.760, -4.223], [2.985, 1.229, -3.065], [1.394, 0.879, -3.415], [3.213, 0.318, -1.673], [3.191, 2.772, -2.736], [3.662, -0.513, 1.487], [2.579, -1.113, 2.383], [2.890, -0.840, 3.852], [2.572, -2.618, 2.116], [0.878, -0.481, 1.735], [0.896, -0.790, 0.219], [0.571, 1.355, 2.275], [1.865, 2.103, 1.964], [0.209, 1.561, 3.745], [-0.507, 1.949, 1.368], [-0.574, -1.584, 2.367], [-1.864, -0.824, 2.061], [-0.615, -2.845, 1.503], [-0.535, -1.948, 3.847], [4.586, -1.080, 1.604], [3.882, 0.520, 1.727], [3.365, -0.562, 0.440], [3.817, -1.351, 4.117], [2.107, -1.204, 4.512], [3.041, 0.221, 4.040], [3.586, -3.011, 2.203], [2.223, -2.793, 1.100], [1.944, -3.155, 2.823], [2.653, 1.843, 2.664], [1.698, 3.178, 2.041], [2.186, 1.886, 0.946], [0.938, 1.102, 4.408], [-0.774, 1.162, 3.984], [0.188, 2.631, 3.958], [-0.401, 1.568, 0.353], [-0.394, 3.033, 1.332], [-1.513, 1.736, 1.714], [-1.839, -0.465, 1.035], [-2.024, 0.008, 2.740], [-2.717, -1.496, 2.167], [-0.434, -2.570, 0.465], [-1.603, -3.300, 1.581], [0.118, -3.585, 1.805], [-0.458, -1.069, 4.481], [0.290, -2.617, 4.076], [-1.459, -2.468, 4.108]],
  "e_homo_ev": [-5.17, -5.17],
  "orbital_gap_ev": [6.518, 6.519],
  "charge": -1,
  "e_lumo_ev": [1.4, 1.4]
}

***

# 2
{
  "formula": "C21H36BCaF4NO5Sb",
  "method": "the ωB97M-V functional and the def2-TZVPD basis",
  "species": ["Ca", "C", "O", "C", "C", "O", "C", "H", "H", "H", "H", "H", "H", "H", "H", "H", "H", "C", "C", "Sb", "C", "C", "C", "C", "H", "H", "H", "H", "H", "H", "H", "H", "H", "H", "H", "H", "H", "H", "H", "F", "B", "F", "F", "F", "O", "C", "N", "C", "O", "C", "C", "C", "C", "C", "C", "H", "H", "H", "H", "C", "C", "C", "O", "H", "H", "H", "H", "H", "H", "H"],
  "coordinates": [[-0.403, -0.438, -0.323], [-0.263, -1.126, 2.751], [0.186, 0.119, 2.208], [1.586, 0.318, 2.340], [2.374, -0.324, 1.213], [2.023, 0.369, 0.022], [2.658, -0.192, -1.127], [-0.029, -1.178, 3.821], [0.185, -1.967, 2.219], [-1.338, -1.169, 2.602], [1.935, -0.051, 3.311], [1.749, 1.397, 2.293], [2.101, -1.377, 1.105], [3.452, -0.229, 1.402], [3.747, -0.203, -0.997], [2.399, 0.426, -1.981], [2.297, -1.209, -1.294], [-1.729, 4.415, -1.925], [-1.461, 4.464, -0.422], [-0.044, 2.917, 0.184], [1.585, 3.747, -1.030], [1.792, 5.252, -0.911], [0.609, 3.911, 2.064], [-0.052, 5.243, 2.405], [-2.492, 5.147, -2.208], [-2.079, 3.427, -2.222], [-0.825, 4.639, -2.495], [-2.378, 4.269, 0.139], [-1.089, 5.446, -0.126], [1.350, 3.467, -2.059], [2.493, 3.209, -0.749], [0.903, 5.800, -1.227], [2.624, 5.588, -1.537], [2.016, 5.541, 0.119], [1.695, 4.026, 2.017], [0.393, 3.187, 2.853], [0.152, 6.001, 1.648], [0.310, 5.627, 3.364], [-1.136, 5.131, 2.481], [-1.248, 0.432, -4.032], [-0.176, -0.036, -3.296], [-0.413, -1.351, -2.836], [1.017, 0.034, -4.011], [-0.025, 0.758, -2.095], [-2.618, 1.467, -0.874], [-3.194, 0.534, -0.332], [-2.577, -0.483, 0.328], [-3.517, -1.291, 0.914], [-3.310, -2.237, 1.652], [-4.888, -0.791, 0.520], [-6.155, -1.254, 0.799], [-7.235, -0.540, 0.282], [-7.033, 0.601, -0.484], [-5.747, 1.063, -0.761], [-4.688, 0.346, -0.247], [-6.299, -2.147, 1.395], [-8.244, -0.881, 0.479], [-7.887, 1.140, -0.877], [-5.583, 1.947, -1.364], [-1.105, -3.940, -0.434], [0.359, -3.489, -0.499], [1.230, -4.436, 0.345], [0.517, -2.181, -0.087], [-1.212, -4.977, -0.762], [-1.707, -3.299, -1.083], [-1.479, -3.843, 0.588], [0.681, -3.604, -1.552], [0.891, -4.404, 1.385], [2.272, -4.110, 0.308], [1.171, -5.466, -0.018]],
  "e_homo_ev": -5.45,
  "orbital_gap_ev": 8.166,
  "charge": -1,
  "e_lumo_ev": 2.7
}

***

What is the formula in the first record? C21H36AuNO7PSe

***

Repeat the second record exactly.
{
  "formula": "C21H36BCaF4NO5Sb",
  "method": "the ωB97M-V functional and the def2-TZVPD basis",
  "species": ["Ca", "C", "O", "C", "C", "O", "C", "H", "H", "H", "H", "H", "H", "H", "H", "H", "H", "C", "C", "Sb", "C", "C", "C", "C", "H", "H", "H", "H", "H", "H", "H", "H", "H", "H", "H", "H", "H", "H", "H", "F", "B", "F", "F", "F", "O", "C", "N", "C", "O", "C", "C", "C", "C", "C", "C", "H", "H", "H", "H", "C", "C", "C", "O", "H", "H", "H", "H", "H", "H", "H"],
  "coordinates": [[-0.403, -0.438, -0.323], [-0.263, -1.126, 2.751], [0.186, 0.119, 2.208], [1.586, 0.318, 2.340], [2.374, -0.324, 1.213], [2.023, 0.369, 0.022], [2.658, -0.192, -1.127], [-0.029, -1.178, 3.821], [0.185, -1.967, 2.219], [-1.338, -1.169, 2.602], [1.935, -0.051, 3.311], [1.749, 1.397, 2.293], [2.101, -1.377, 1.105], [3.452, -0.229, 1.402], [3.747, -0.203, -0.997], [2.399, 0.426, -1.981], [2.297, -1.209, -1.294], [-1.729, 4.415, -1.925], [-1.461, 4.464, -0.422], [-0.044, 2.917, 0.184], [1.585, 3.747, -1.030], [1.792, 5.252, -0.911], [0.609, 3.911, 2.064], [-0.052, 5.243, 2.405], [-2.492, 5.147, -2.208], [-2.079, 3.427, -2.222], [-0.825, 4.639, -2.495], [-2.378, 4.269, 0.139], [-1.089, 5.446, -0.126], [1.350, 3.467, -2.059], [2.493, 3.209, -0.749], [0.903, 5.800, -1.227], [2.624, 5.588, -1.537], [2.016, 5.541, 0.119], [1.695, 4.026, 2.017], [0.393, 3.187, 2.853], [0.152, 6.001, 1.648], [0.310, 5.627, 3.364], [-1.136, 5.131, 2.481], [-1.248, 0.432, -4.032], [-0.176, -0.036, -3.296], [-0.413, -1.351, -2.836], [1.017, 0.034, -4.011], [-0.025, 0.758, -2.095], [-2.618, 1.467, -0.874], [-3.194, 0.534, -0.332], [-2.577, -0.483, 0.328], [-3.517, -1.291, 0.914], [-3.310, -2.237, 1.652], [-4.888, -0.791, 0.520], [-6.155, -1.254, 0.799], [-7.235, -0.540, 0.282], [-7.033, 0.601, -0.484], [-5.747, 1.063, -0.761], [-4.688, 0.346, -0.247], [-6.299, -2.147, 1.395], [-8.244, -0.881, 0.479], [-7.887, 1.140, -0.877], [-5.583, 1.947, -1.364], [-1.105, -3.940, -0.434], [0.359, -3.489, -0.499], [1.230, -4.436, 0.345], [0.517, -2.181, -0.087], [-1.212, -4.977, -0.762], [-1.707, -3.299, -1.083], [-1.479, -3.843, 0.588], [0.681, -3.604, -1.552], [0.891, -4.404, 1.385], [2.272, -4.110, 0.308], [1.171, -5.466, -0.018]],
  "e_homo_ev": -5.45,
  "orbital_gap_ev": 8.166,
  "charge": -1,
  "e_lumo_ev": 2.7
}